Model 1:
DFT (ωB97M-V with the def2-TZVPD basis set) results for an isolated molecule of C4H11NS2.

Its multiplicity is 1. The total charge is 0. The LUMO energy comes out at 0.85 eV. For the HOMO energy, the calculation gives -8.70 eV.

Last column: natural (NBO) charge in e.
Atoms and positions in Å:
S (0.459, 0.606, 0.740)  0.09
S (2.263, 0.419, -0.315)  0.07
N (-2.555, 1.028, 0.476)  -0.83
C (-2.923, -1.079, -0.935)  -0.62
C (-0.678, -0.268, -0.434)  -0.51
C (-2.114, -0.282, 0.098)  -0.07
C (2.714, -1.292, 0.158)  -0.75
H (-0.590, 0.295, -1.363)  0.21
H (1.864, -1.849, 0.539)  0.23
H (3.482, -1.304, 0.932)  0.22
H (-3.989, -1.248, -0.819)  0.22
H (-2.368, 1.759, -0.204)  0.36
H (3.123, -1.825, -0.700)  0.22
H (-2.525, -2.101, -0.914)  0.21
H (-3.571, 1.058, 0.532)  0.36
H (-2.707, -0.689, -1.935)  0.20
H (-2.077, -0.930, 0.986)  0.18
H (-0.281, -1.269, -0.567)  0.22

---

Model 2:
DFT (ωB97M-V with the def2-TZVPD basis set) results for an isolated molecule of C4H11NS2.

Its multiplicity is 1. The total charge is 0. The LUMO energy comes out at 0.73 eV. For the HOMO energy, the calculation gives -8.29 eV.

Last column: natural (NBO) charge in e.
Atoms and positions in Å:
S (-0.553, 0.616, 1.934)  -0.14
S (1.104, -0.465, 1.481)  0.10
N (-1.053, -0.357, -0.981)  -0.64
C (0.806, 0.048, -2.644)  -0.64
C (1.245, -0.666, -0.313)  -0.54
C (-2.131, 0.568, -1.241)  -0.42
C (0.310, 0.154, -1.201)  -0.06
H (-3.014, -0.033, -1.452)  0.20
H (0.322, 1.213, -0.952)  0.21
H (1.577, 0.816, -2.788)  0.22
H (-1.935, 1.327, -2.017)  0.17
H (-1.161, -1.129, -1.632)  0.35
H (0.043, 0.255, -3.399)  0.22
H (-2.285, 1.234, -0.393)  0.19
H (-1.601, -0.041, 1.450)  0.13
H (1.357, -0.864, -2.883)  0.21
H (2.253, -0.328, -0.570)  0.22
H (1.179, -1.716, -0.599)  0.22

---

Most favorable first, least favorable last: model 1, model 2

---

Model 1:
DFT (ωB97M-V with the def2-TZVPD basis set) results for an isolated molecule of C4H13N3.

Its multiplicity is 1. The total charge is 0. The LUMO energy comes out at 1.06 eV. For the HOMO energy, the calculation gives -8.76 eV.

Last column: natural (NBO) charge in e.
Atoms and positions in Å:
N (-2.870, -1.123, 0.616)  -0.86
N (3.223, 0.371, -1.151)  -0.82
N (1.058, 0.580, -0.135)  -0.63
C (-1.701, -0.701, 1.442)  -0.21
C (-1.126, 0.614, 1.018)  -0.42
C (1.823, 0.062, -1.282)  -0.05
C (-0.388, 0.476, -0.353)  -0.22
H (1.379, 0.517, -2.180)  0.15
H (-3.534, -1.392, 1.342)  0.35
H (-0.985, -1.522, 1.556)  0.18
H (-2.093, -0.573, 2.471)  0.18
H (1.678, -1.033, -1.313)  0.15
H (-0.423, 1.051, 1.728)  0.22
H (3.746, 0.177, -2.008)  0.35
H (-0.814, 1.223, -1.038)  0.17
H (-0.622, -0.477, -0.828)  0.18
H (-2.003, 1.226, 0.782)  0.21
H (3.666, -0.430, -0.690)  0.35
H (-2.897, -2.001, 0.106)  0.36
H (1.302, 1.565, -0.071)  0.36

---

Model 2:
DFT (ωB97M-V with the def2-TZVPD basis set) results for a cluster of 2 separate species, C4H13N3 in total.

Its multiplicity is 1. The total charge is 0. The LUMO energy comes out at 0.73 eV. For the HOMO energy, the calculation gives -8.63 eV.

Last column: natural (NBO) charge in e.
Atoms and positions in Å:
N (1.925, 0.948, 0.256)  -0.63
N (-2.700, -2.148, -1.017)  -0.43
N (-1.678, -0.099, -0.164)  -0.88
C (-1.393, -2.784, -1.240)  -0.46
C (1.370, 0.755, 1.583)  -0.41
C (2.608, 2.217, 0.089)  -0.41
C (-2.755, -0.874, -0.762)  0.26
H (3.099, 2.225, -0.921)  0.20
H (2.188, 0.759, 2.295)  0.19
H (-0.520, -2.278, -0.816)  0.20
H (-1.545, -3.803, -0.798)  0.20
H (1.918, 3.115, 0.114)  0.16
H (-1.713, -0.207, 0.844)  0.38
H (-1.938, 0.920, -0.298)  0.36
H (0.900, -0.176, 1.716)  0.20
H (-3.722, -0.331, -0.891)  0.16
H (1.208, 0.780, -0.436)  0.36
H (-1.285, -2.997, -2.303)  0.21
H (0.678, 1.624, 1.905)  0.14
H (3.356, 2.355, 0.844)  0.19

---

Model 3:
DFT (ωB97M-V with the def2-TZVPD basis set) results for a cluster of 3 separate species, C4H13N3 in total.

Its multiplicity is 1. The total charge is 0. The LUMO energy (spin up / spin down) comes out at 0.86 / 0.86 eV. For the HOMO energy (spin up / spin down), the calculation gives -6.47 / -6.47 eV.

Last column: natural (NBO) charge in e.
Atoms and positions in Å:
N (1.542, -0.824, 1.631)  -0.81
N (-2.021, -0.173, -0.982)  -0.79
N (-1.010, -1.019, 0.943)  -0.79
C (-1.209, -0.004, 0.100)  0.59
C (-1.061, 1.388, 0.631)  -0.68
C (2.008, -0.015, 0.722)  0.00
C (0.861, -0.023, -1.423)  -0.99
H (-2.003, 1.684, 1.106)  0.23
H (1.972, -1.744, 1.549)  0.34
H (2.885, -0.250, 0.125)  0.17
H (-0.825, 2.091, -0.165)  0.23
H (-0.093, -0.949, 1.489)  0.44
H (-2.010, 0.586, -1.648)  0.40
H (1.748, 1.035, 0.771)  0.16
H (-0.279, 1.425, 1.385)  0.24
H (1.888, 0.093, -1.775)  0.18
H (0.254, 0.743, -1.912)  0.15
H (-1.978, -1.072, -1.441)  0.39
H (0.509, -1.027, -1.676)  0.15
H (-1.177, -1.945, 0.569)  0.37

---

Most favorable first, least favorable last: model 1, model 2, model 3

---

Model 1:
DFT (ωB97M-V with the def2-TZVPD basis set) results for a cluster of 2 separate species, C5H6N2S in total.

Its multiplicity is 1. The total charge is 0. The LUMO energy comes out at 0.36 eV. For the HOMO energy, the calculation gives -8.35 eV.

Last column: natural (NBO) charge in e.
Atoms and positions in Å:
S (3.490, -0.750, 0.026)  -0.02
N (-0.286, -0.440, 0.091)  -0.23
N (0.835, -1.204, 0.195)  -0.27
C (0.001, 0.894, -0.272)  -0.02
C (1.751, -0.229, 0.311)  0.04
C (1.398, 1.087, 0.066)  -0.37
C (-1.558, -1.088, -0.270)  -0.07
C (-2.700, -0.407, 0.284)  -0.44
H (-0.685, 1.831, -0.416)  0.24
H (-3.000, 0.736, 1.277)  0.27
H (1.911, 2.002, -0.197)  0.24
H (-1.417, -2.076, -0.905)  0.26
H (-3.688, -0.993, -0.169)  0.22
H (3.949, 0.636, -0.023)  0.14

---

Model 2:
DFT (ωB97M-V with the def2-TZVPD basis set) results for an isolated molecule of C5H6N2S.

Its multiplicity is 1. The total charge is 0. The LUMO energy comes out at -0.38 eV. For the HOMO energy, the calculation gives -8.15 eV.

Last column: natural (NBO) charge in e.
Atoms and positions in Å:
S (0.682, -0.344, -2.548)  -0.14
N (0.960, -0.568, 0.099)  -0.59
N (-1.727, 1.105, 1.735)  -0.78
C (0.204, -0.136, -0.978)  0.09
C (0.343, -0.269, 1.278)  0.14
C (0.641, -0.645, 2.544)  -0.45
C (-0.930, 0.580, -0.495)  -0.37
C (-0.854, 0.529, 0.834)  0.22
H (-2.235, 1.929, 1.374)  0.39
H (-0.012, -0.469, 3.395)  0.22
H (-1.527, 1.262, -1.143)  0.25
H (-1.346, 1.267, 2.637)  0.38
H (1.504, -1.292, 2.629)  0.21
H (1.640, -1.312, -0.058)  0.43

---

Model 3:
DFT (ωB97M-V with the def2-TZVPD basis set) results for a structure of composition C5H6N2S.

Its multiplicity is 1. The total charge is 0. The LUMO energy comes out at 0.81 eV. For the HOMO energy, the calculation gives -8.09 eV.

Last column: natural (NBO) charge in e.
Atoms and positions in Å:
S (2.182, -1.127, -0.004)  0.22
N (-1.057, 1.028, -0.004)  -0.33
N (0.033, 1.824, -0.007)  -0.25
C (0.554, -0.384, 0.006)  -0.27
C (2.488, 0.730, -0.002)  -0.48
C (0.997, 0.933, 0.027)  0.09
C (-1.898, -1.354, 0.000)  -0.64
C (-0.817, -0.324, -0.007)  0.12
H (3.023, 1.044, 0.881)  0.23
H (-2.509, -1.308, 0.920)  0.23
H (-2.560, -1.234, -0.862)  0.22
H (-1.464, -2.364, -0.046)  0.24
H (-1.974, 1.457, 0.002)  0.40
H (3.000, 1.079, -0.904)  0.23

---

Most favorable first, least favorable last: model 2, model 3, model 1